61
Properties=species:S:1:pos:R:3 method="wB97M-V/def2-TZVPD" e_homo_ha=-0.3298 smiles="CCN(CC)S(=O)(=O)c1cccc(C(=O)N[C@H](C(=O)Nc2nnc(C3CC3)s2)C(C)C)c1" e_above_lowest_ev=1.2217 total_charge=0
C 5.6511 0.7294 0.4182
C 4.1300 0.6526 0.4864
N 3.5868 0.0015 -0.6865
C 2.7226 0.7338 -1.5829
C 3.4906 1.8008 -2.3569
S 3.3939 -1.6331 -0.5487
O 4.6065 -2.1881 -0.0260
O 2.8862 -2.1259 -1.7960
C 2.1072 -1.8479 0.6920
C 2.4121 -2.3356 1.9483
C 1.3977 -2.4764 2.8837
C 0.0972 -2.1450 2.5456
C -0.2078 -1.6782 1.2690
C -1.6239 -1.3270 0.9542
O -2.4096 -0.9523 1.8093
N -1.9707 -1.4649 -0.3342
C -3.2545 -1.0528 -0.8597
C -4.0723 -0.3388 0.2174
O -5.0950 -0.7638 0.6866
N -3.7181 0.9822 0.4809
C -2.5550 1.6382 0.2446
N -1.5527 1.2431 -0.4637
N -0.5540 2.1195 -0.5184
C -0.7571 3.2110 0.1271
C 0.1698 4.3318 0.2220
C 1.2094 4.5102 -0.8547
C 1.6281 4.0498 0.4973
S -2.3224 3.2505 0.9350
C -4.0529 -2.2459 -1.4263
C -5.2307 -1.7306 -2.2499
C -3.1656 -3.1453 -2.2844
C 0.8159 -1.5129 0.3414
H 5.9618 1.3108 -0.4452
H 6.0437 1.1926 1.3201
H 6.0511 -0.2759 0.3261
H 3.7008 1.6546 0.5664
H 3.8335 0.0839 1.3761
H 2.3359 -0.0093 -2.2813
H 1.8785 1.1887 -1.0439
H 4.3356 1.3473 -2.8672
H 2.8374 2.2560 -3.0966
H 3.8580 2.5789 -1.6923
H 3.4347 -2.6004 2.1675
H 1.6215 -2.8472 3.8723
H -0.7066 -2.2468 3.2593
H -1.2811 -1.7438 -1.0124
H -3.0658 -0.3235 -1.6604
H -4.3271 1.4093 1.1700
H -0.2612 5.2166 0.6711
H 1.2037 3.7874 -1.6544
H 1.4456 5.5185 -1.1577
H 1.9054 3.0144 0.6186
H 2.1542 4.7330 1.1461
H -4.4392 -2.8196 -0.5793
H -5.8867 -1.1178 -1.6389
H -5.8089 -2.5661 -2.6356
H -4.8776 -1.1389 -3.0927
H -2.6849 -2.5706 -3.0742
H -2.4017 -3.6381 -1.6883
H -3.7733 -3.9169 -2.7504
H 0.6388 -1.1124 -0.6441